## w
Entry from OMol25: a cluster of 2 separate species, C3H10NOS in total (ωB97M-V/def2-TZVPD).

Results
total charge = -1
HOMO = -0.101 Eh
orbital gap = 6.6505 eV
lowest unoccupied orbital energy = 3.9 eV

Each line ends with the natural charge from an NBO analysis.
Element x y z (Å)
C1 -0.745 -2.113 0.176  -0.43
N1 -1.149 -0.927 0.975  -0.65
C2 -0.265 0.273 0.854  -0.25
C3 -0.738 1.381 -0.088  -0.55
S1 0.383 2.830 0.017  -0.72
H1 0.231 -1.949 -0.292  0.19
H2 -1.434 -2.550 -0.552  0.18
H3 -0.595 -2.848 0.979  0.18
H4 -2.008 -0.526 0.616  0.34
H5 -0.236 0.684 1.869  0.18
H6 0.803 0.002 0.797  0.19
H7 -1.759 1.700 0.159  0.18
H8 -0.739 0.894 -1.075  0.17
H9 3.351 1.444 -1.723  0.46
H10 2.051 1.039 -1.162  0.50
O1 2.851 0.666 -1.549  -0.97

## x
Entry from OMol25: a cluster of 2 separate species, C3H10NOS in total (ωB97M-V/def2-TZVPD).

Results
total charge = -1
HOMO = -0.099 Eh
orbital gap = 6.5071 eV
lowest unoccupied orbital energy = 3.8 eV

Each line ends with the natural charge from an NBO analysis.
Element x y z (Å)
C1 0.483 -1.380 -0.367  -0.41
C2 -0.785 -0.794 -0.968  -0.53
S1 -1.860 0.079 0.173  -0.69
C3 1.328 -0.382 0.407  -0.22
N1 2.703 -0.891 0.686  -0.87
H1 0.168 -2.154 0.328  0.18
H2 1.145 -1.878 -1.083  0.18
H3 -0.494 -0.217 -1.852  0.16
H4 -1.281 -1.637 -1.454  0.17
H5 1.417 0.515 -0.206  0.16
H6 0.833 -0.107 1.331  0.21
H7 2.789 -1.186 1.638  0.35
H8 3.408 -0.232 0.420  0.35
H9 -0.901 2.252 -0.167  0.50
H10 0.598 2.543 -0.321  0.45
O1 -0.242 2.970 -0.124  -0.99

Consider the structures shown above. The most stable of them is x.